The following is a quantum chemistry calculation of a cluster of 2 separate species, C2H3N2O in total at a distorted geometry, from the OMol25 dataset.

```
! wB97M-V def2-TZVPD RIJCOSX def2/J DEFGRID3
* xyz 1 1
C -0.479 -0.939 -0.718
C -1.111 -0.524 -1.631
N 0.341 -0.795 1.347
N 0.072 -1.421 0.374
O 0.746 1.043 1.149
H -1.573 0.167 -2.283
H 0.417 0.811 0.111
H 1.587 1.658 1.651
*
```

## Properties
**E**: -262.209212 Eh
**Molar mass**: 71.1 g/mol

---

The following is a quantum chemistry calculation of a structure of composition C43H54BEuN11S3 at a distorted geometry, from the OMol25 dataset.

```
! wB97M-V def2-TZVPD RIJCOSX def2/J DEFGRID3
* xyz 2 8
Eu -2.793 0.313 -0.100
C 0.879 2.613 -3.553
C 1.399 1.550 -2.707
C 2.464 0.808 -3.094
C 2.918 -0.260 -2.298
N 2.488 -0.394 -1.037
N 1.435 0.371 -0.678
B 0.868 -0.008 0.712
N 0.603 1.088 1.670
N 1.681 1.896 1.766
C 1.757 2.923 2.500
C 0.731 3.179 3.440
C -0.423 2.369 3.365
C -1.420 2.591 4.433
C -0.473 1.220 2.472
S -1.762 0.114 2.670
C 3.076 3.687 2.545
C 2.880 5.035 3.276
C 3.720 3.877 1.168
C 3.983 2.868 3.403
N 0.285 -1.406 0.768
N 1.479 -1.393 1.351
C 2.038 -2.389 2.018
C 1.328 -3.630 1.793
C 0.150 -3.703 1.125
C -0.558 -5.018 0.871
C -0.449 -2.475 0.623
S -1.959 -2.506 -0.105
C 3.396 -2.172 2.630
C 3.798 -0.706 2.473
C 4.352 -3.131 1.965
C 3.380 -2.631 4.169
C 0.764 1.266 -1.447
S -0.565 2.128 -0.800
C 3.976 -1.232 -2.761
C 5.255 -0.341 -3.023
C 4.276 -2.364 -1.801
C 3.545 -1.887 -4.111
H 1.488 2.804 -4.474
H 0.808 3.551 -2.975
H -0.129 2.462 -3.839
H 2.811 1.042 -4.054
H 0.804 4.073 4.053
H -1.134 3.551 4.964
H -1.484 1.688 5.095
H -2.476 2.649 4.098
H 2.204 5.726 2.721
H 3.771 5.611 3.275
H 2.530 4.906 4.271
H 3.094 4.538 0.583
H 3.852 2.844 0.791
H 4.674 4.362 1.437
H 3.536 2.729 4.379
H 5.057 3.261 3.504
H 4.248 1.897 3.011
H 1.771 -4.442 2.365
H 0.069 -5.866 1.246
H -0.813 -5.189 -0.152
H -1.550 -5.019 1.296
H 3.841 -0.420 1.379
H 4.784 -0.453 2.922
H 3.169 -0.024 3.037
H 4.184 -3.234 0.869
H 4.334 -4.183 2.336
H 5.351 -2.839 2.085
H 2.773 -1.997 4.816
H 4.421 -2.557 4.475
H 3.054 -3.705 4.261
H 5.533 0.271 -2.176
H 4.970 0.353 -3.848
H 6.032 -0.963 -3.481
H 4.826 -2.068 -0.941
H 4.946 -3.059 -2.339
H 3.303 -2.782 -1.503
H 3.382 -1.200 -4.860
H 2.636 -2.555 -3.990
H 4.259 -2.696 -4.420
C -5.900 2.281 0.051
N -4.820 2.126 -0.883
C -5.244 1.670 -2.227
C -4.064 1.119 -3.020
N -3.100 0.290 -2.652
C -2.423 -0.043 -3.853
C -1.305 -0.900 -4.017
C -0.853 -1.176 -5.276
C -1.447 -0.520 -6.360
C -2.594 0.264 -6.251
C -3.050 0.458 -4.982
N -4.069 1.237 -4.393
C -6.090 0.941 0.710
N -5.064 0.182 1.091
C -5.641 -0.965 1.474
C -4.988 -2.084 1.923
C -5.733 -3.207 2.158
C -7.149 -3.233 1.949
C -7.795 -2.060 1.547
C -7.033 -0.946 1.299
N -7.253 0.328 0.824
H -6.771 2.746 -0.425
H -5.524 2.954 0.805
H -4.305 2.976 -1.003
H -5.733 2.466 -2.794
H -5.942 0.848 -2.173
H -0.869 -1.316 -3.140
H -0.004 -1.873 -5.410
H -0.955 -0.604 -7.298
H -3.075 0.779 -7.082
H -4.834 1.735 -4.856
H -3.908 -2.099 2.040
H -5.250 -4.111 2.469
H -7.659 -4.208 1.936
H -8.872 -2.094 1.456
H -8.119 0.724 0.460
*
```

## Properties
**E**: -4202.677977 Eh
**Molar mass**: 984.0 g/mol

---

The following is a quantum chemistry calculation of an isolated molecule of CH3NOP2S at a distorted geometry, from the OMol25 dataset.

```
! wB97M-V def2-TZVPD RIJCOSX def2/J DEFGRID3
* xyz 0 1
C 0.013 0.913 -1.175
N -0.695 1.432 -0.295
S -1.194 0.900 1.139
P 0.417 -0.452 1.854
O 1.401 -0.663 0.709
P 0.771 -0.789 -1.223
H 0.058 1.518 -2.125
H -0.503 -1.501 1.569
H -0.268 -1.358 -0.452
*
```

## Properties
**E**: -1250.721963 Eh
**Molar mass**: 139.1 g/mol

---

The following is a quantum chemistry calculation of a structure of composition C31H24N7O4S3V at a distorted geometry, from the OMol25 dataset.

```
! wB97M-V def2-TZVPD RIJCOSX def2/J DEFGRID3
* xyz 0 3
V 0.307 -0.303 0.030
C -2.564 -3.561 0.593
C -1.637 -2.408 0.866
N -1.109 -1.723 -0.127
N -1.652 -2.117 -1.392
C -1.030 -1.633 -2.408
S 0.322 -0.554 -2.395
S -1.670 -2.222 -3.963
C -0.326 -3.412 -4.323
C -0.139 -4.434 -3.238
C -0.970 -5.543 -3.131
C -0.821 -6.438 -2.082
C 0.165 -6.236 -1.124
C 1.009 -5.139 -1.231
C 0.857 -4.247 -2.284
C -1.373 -2.106 2.284
C -2.030 -2.864 3.277
C -1.855 -2.607 4.616
C -1.007 -1.570 5.014
C -0.355 -0.804 4.076
C -0.534 -1.069 2.720
O 0.116 -0.314 1.833
H -2.577 -3.827 -0.452
H -3.577 -3.294 0.904
H -2.251 -4.420 1.184
H 0.593 -2.856 -4.500
H -0.644 -3.864 -5.263
H -1.749 -5.700 -3.869
H -1.472 -7.301 -2.014
H 0.286 -6.939 -0.310
H 1.796 -4.990 -0.500
H 1.520 -3.394 -2.384
H -2.697 -3.661 2.989
H -2.371 -3.205 5.354
H -0.860 -1.367 6.066
H 0.308 0.002 4.358
N -3.938 5.673 0.265
C -3.245 4.764 0.165
C -2.377 3.610 0.036
C -1.148 3.586 0.680
C -0.367 2.459 0.534
N -0.752 1.397 -0.187
C -1.931 1.435 -0.819
C -2.775 2.526 -0.728
H -0.804 4.417 1.278
H 0.591 2.394 1.035
H -2.191 0.566 -1.406
H -3.724 2.521 -1.244
O 8.025 2.987 1.400
S 9.036 2.349 0.577
O 10.320 2.152 1.205
O 9.069 2.800 -0.805
C 8.381 0.682 0.350
N 9.216 -0.362 0.216
C 8.673 -1.536 -0.056
C 7.305 -1.735 -0.196
C 6.536 -0.604 -0.014
N 7.049 0.582 0.251
C 5.044 -0.590 -0.105
C 4.256 -1.734 -0.037
C 2.886 -1.616 -0.081
N 2.281 -0.424 -0.212
C 3.039 0.685 -0.291
C 4.409 0.643 -0.235
H 9.359 -2.369 -0.176
H 6.897 -2.704 -0.445
H 4.699 -2.715 0.072
H 2.241 -2.485 -0.021
H 2.517 1.626 -0.427
H 5.009 1.543 -0.272
*
```

## Properties
**E**: -4018.549829 Eh
**Molar mass**: 705.7 g/mol

---

The following is a quantum chemistry calculation of an isolated molecule of CH6P2S at a distorted geometry, from the OMol25 dataset.

```
! wB97M-V def2-TZVPD RIJCOSX def2/J DEFGRID3
* xyz 0 1
P 0.804 -0.699 1.461
C 0.453 -0.525 -0.372
P -0.377 1.077 -0.672
S -0.311 1.784 -2.453
H 0.497 -2.055 1.535
H -0.487 -0.331 1.848
H -0.195 -1.317 -0.759
H 1.389 -0.540 -0.942
H -1.865 0.701 0.005
H 0.092 1.904 0.348
*
```

## Properties
**E**: -1122.548363 Eh
**Molar mass**: 112.1 g/mol

---

The following is a quantum chemistry calculation of a structure of composition C39H31AsIN3O5RhS, from the OMol25 dataset.

```
! wB97M-V def2-TZVPD RIJCOSX def2/J DEFGRID3
* xyz 1 5
Rh 0.241 -0.314 0.361
C -4.400 -1.237 -0.082
C -4.033 0.168 -0.352
N -4.948 1.112 -0.301
C -4.557 2.368 -0.476
C -3.229 2.800 -0.689
C -2.994 4.291 -0.815
O -2.362 4.659 -2.028
C -2.226 1.843 -0.750
C -0.851 2.289 -0.985
N 0.225 1.624 -0.762
C 1.474 2.314 -0.906
C 1.559 3.702 -0.812
C 2.772 4.348 -0.964
C 3.927 3.619 -1.191
C 3.870 2.236 -1.235
C 2.652 1.588 -1.081
I 2.671 -0.490 -1.053
C -2.618 0.459 -0.612
O -1.829 -0.506 -0.711
H -5.480 -1.327 -0.009
H -3.932 -1.545 0.860
H -4.003 -1.902 -0.850
H -5.343 3.117 -0.473
H -2.330 4.629 -0.014
H -3.943 4.817 -0.681
H -2.990 4.585 -2.755
H -0.796 3.298 -1.379
H 0.687 4.294 -0.578
H 2.816 5.425 -0.884
H 4.878 4.119 -1.305
H 4.775 1.663 -1.372
O -2.790 -0.754 2.928
C -1.689 -0.322 3.198
N -0.792 0.164 2.277
S 0.613 0.597 2.949
O 0.933 1.976 2.704
O 1.606 -0.360 2.448
C 0.171 0.274 4.608
C 0.892 0.461 5.768
C 0.264 0.100 6.957
C -1.027 -0.419 6.958
C -1.736 -0.591 5.777
C -1.118 -0.237 4.591
H 1.892 0.869 5.756
H 0.785 0.229 7.894
H -1.485 -0.686 7.900
H -2.743 -0.983 5.769
C -4.163 -4.827 1.289
C -3.667 -4.915 -0.002
C -2.427 -4.374 -0.313
C -1.673 -3.746 0.674
C -2.182 -3.648 1.966
C -3.420 -4.191 2.272
As 0.013 -2.906 0.221
C 0.359 -3.612 -1.539
C 0.235 -2.769 -2.636
C 0.406 -3.266 -3.922
C 0.697 -4.607 -4.111
C 0.809 -5.457 -3.018
C 0.635 -4.964 -1.735
C 1.401 -3.674 1.330
C 1.280 -3.609 2.716
C 2.307 -4.058 3.528
C 3.476 -4.551 2.965
C 3.613 -4.589 1.587
C 2.581 -4.151 0.770
H -5.129 -5.250 1.530
H -4.244 -5.406 -0.774
H -2.061 -4.450 -1.329
H -1.644 -3.129 2.744
H -3.805 -4.103 3.278
H -0.005 -1.721 -2.494
H 0.310 -2.605 -4.773
H 0.830 -4.995 -5.111
H 1.028 -6.505 -3.166
H 0.711 -5.637 -0.888
H 0.396 -3.194 3.181
H 2.198 -4.011 4.603
H 4.279 -4.899 3.600
H 4.525 -4.961 1.141
H 2.707 -4.194 -0.305
*
```

## Properties
**E**: -5087.160658 Eh
**Molar mass**: 958.5 g/mol

---

> Number 3 is which compound?

CH3NOP2S

---

> Which value of E does entry 3 give?

-1250.721963 Eh